# 1
A structure of composition C23H21IN3O4RuS2Se, computed with wB97M-V/def2-TZVPD.

2S+1 ... 2
Charge ... -2
DFT total energy ... -4944.50688 Eh

Each line ends with the Löwdin spin population.
CARTESIAN COORDINATES (ANGSTROEM)
Ru1 -1.85030 1.41110 -0.16571  0.266
C1 2.66837 -1.25085 3.37401  -0.001
S1 3.04782 -1.39037 1.61047  -0.002
C2 1.69848 -0.42342 0.98125  -0.011
S2 0.42405 1.89546 0.65548  0.033
N1 -0.41217 -1.14638 0.09961  0.033
N2 -1.65580 -0.54219 -0.05540  0.188
C3 -2.67165 -1.30731 -0.49418  0.109
C4 -3.79683 -0.60293 -0.91962  0.073
C5 -5.02230 -1.18133 -1.34160  0.035
C6 -6.05201 -0.37941 -1.73925  0.023
C7 -5.88668 1.02318 -1.71225  0.081
C8 -4.68399 1.53955 -1.29099  -0.003
N3 -3.64345 0.77293 -0.91903  0.099
H1 3.40729 -1.85642 3.90182  0.000
H2 1.67320 -1.63543 3.59382  0.000
H3 2.73804 -0.21491 3.70493  0.000
H4 -2.59466 -2.38641 -0.51416  0.007
H5 -5.11872 -2.26115 -1.32925  0.001
H6 -6.99236 -0.81532 -2.05987  0.000
H7 -6.68642 1.69413 -1.99392  0.006
H8 -4.51823 2.60747 -1.22527  -0.002
C9 6.09902 -0.89599 -2.05621  0.000
C10 5.07409 -0.92747 -2.99288  0.000
C11 3.83889 -0.37730 -2.68416  0.000
C12 3.60218 0.21430 -1.44496  0.000
C13 4.63970 0.24990 -0.52084  0.000
C14 5.87570 -0.30676 -0.82069  0.000
C15 2.26153 0.86177 -1.17090  0.004
C16 1.67716 0.74270 0.23899  0.013
C17 0.32217 -0.93169 1.34794  0.007
C18 -0.42789 -0.46095 2.51985  0.013
C19 -1.49904 -1.10258 3.01751  0.000
C20 -1.84519 -2.43535 2.59152  0.007
C21 -1.11220 -3.06681 1.65897  -0.005
C22 -0.10961 -2.34992 0.87929  0.006
H9 7.06504 -1.32848 -2.28947  0.000
H10 5.23468 -1.38636 -3.96152  0.000
H11 3.03382 -0.41494 -3.41075  0.000
H12 4.47171 0.72342 0.43498  0.000
H13 6.66708 -0.27806 -0.08120  0.000
H14 1.50320 0.29085 -1.73010  0.002
H15 -0.10265 0.47732 2.94588  0.001
H16 -2.06307 -0.64282 3.81935  0.000
H17 -2.64223 -2.96174 3.10483  0.000
H18 -1.25938 -4.12080 1.45139  0.000
H19 0.63863 -2.94864 0.36982  0.000
I1 3.65041 3.62644 -0.95123  0.000
C23 2.21476 2.25577 -1.78373  0.001
H20 2.44546 2.22573 -2.84591  0.000
H21 1.25469 2.72556 -1.59200  0.001
O1 -2.81540 2.33545 1.46622  -0.006
Se1 -2.94331 3.88187 0.79499  0.003
O2 -4.48781 4.31856 0.56816  0.000
O3 -2.22318 3.47942 -0.67133  0.012
O4 -2.11065 4.97764 1.63734  0.005


# 2
The molecule C4H3NO in a non-equilibrium geometry, computed with wB97M-V/def2-TZVPD.

2S+1 ... 3
DFT total energy ... -283.91242 Eh

Each line ends with the Löwdin spin population.
CARTESIAN COORDINATES (ANGSTROEM)
C1 -0.83555 -0.25362 0.66022  0.018
C2 -0.85950 -0.84721 -0.59508  0.275
C3 0.11236 0.77161 0.56519  0.471
C4 0.66240 0.63056 -0.69980  0.573
N1 1.45996 1.25959 0.27900  0.398
O1 0.17300 -0.39884 -1.37055  0.207
H1 -1.50376 -0.46364 1.47295  -0.004
H2 -1.58464 -1.49286 -1.05448  0.021
H3 2.37574 0.79442 0.74256  0.041


The calculation returns the following ΔE to the lowest compared entry with this formula, charge and spin values, one per record and in order: 2.0708 3.8356 eV.